C31H40Cl5N2O4PS2SiTc as an isolated structure, computed with ωB97M-V with the def2-TZVPD basis set.

Calculated values
E: -147617.61417 eV
Multiplicity: 4

Structure (XYZ):
```
87
C31H40Cl5N2O4PS2SiTc | the Open Molecules 2025 dataset | ωB97M-V with the def2-TZVPD basis set
Tc -0.6444 0.0370 1.6384
Cl -1.5969 -2.1693 4.3062
C -2.6315 -2.1018 2.9180
C -2.2769 -1.3888 1.7545
C -3.1097 -1.6478 0.6543
Cl -2.6846 -1.0743 -0.9202
C -4.2838 -2.3986 0.7247
Cl -5.2897 -2.6103 -0.6571
C -4.6496 -2.9856 1.9277
Cl -6.1060 -3.8871 2.0482
C -3.7995 -2.8639 3.0199
Cl -4.2153 -3.6716 4.4826
O 0.6694 3.3064 3.4009
S 0.7801 1.8734 3.4319
O 0.9807 1.3215 2.0131
O 1.7618 1.3030 4.3172
S -1.0712 1.0114 3.7582
C 0.2083 -3.4936 -0.8805
C 1.3890 -2.6403 -1.3587
C 1.8778 -3.1353 -2.7254
C 2.5376 -2.8021 -0.3498
Si 0.9397 -0.8027 -1.4314
O 0.1624 -0.3662 -0.0623
C -0.1223 -0.3346 -2.9170
C -0.0667 0.9913 -3.3603
C -0.8873 1.4542 -4.3808
C -1.7835 0.5894 -4.9937
C -1.8432 -0.7369 -4.5873
C -1.0194 -1.1887 -3.5649
C 2.5173 0.2044 -1.5818
C 3.1011 0.7889 -0.4545
C 4.2994 1.4873 -0.5461
C 4.9408 1.6099 -1.7707
C 4.3753 1.0398 -2.9045
C 3.1756 0.3489 -2.8073
H 0.5278 -4.5376 -0.7759
H -0.6350 -3.4774 -1.5757
H -0.1585 -3.1560 0.0934
H 2.1736 -4.1886 -2.6534
H 2.7529 -2.5740 -3.0650
H 1.1107 -3.0587 -3.4988
H 2.8069 -3.8623 -0.2680
H 2.2434 -2.4543 0.6422
H 3.4298 -2.2498 -0.6539
H 0.6446 1.6756 -2.9077
H -0.8202 2.4865 -4.7044
H -2.4251 0.9438 -5.7911
H -2.5341 -1.4210 -5.0655
H -1.0961 -2.2272 -3.2615
H 2.6064 0.7101 0.5078
H 4.7287 1.9409 0.3395
H 5.8745 2.1539 -1.8449
H 4.8660 1.1401 -3.8651
H 2.7369 -0.0700 -3.7087
C -4.2581 1.6954 -0.1863
C -2.8724 2.0454 -0.7250
P -1.5974 2.1294 0.5727
C -2.2749 3.3245 1.7721
C -2.7582 4.6527 1.1937
C -0.1476 2.9209 -0.2155
C -0.4161 3.8786 -1.3753
H -4.9395 1.4833 -1.0103
H -4.6771 2.5213 0.3915
H -4.2398 0.8151 0.4579
H -2.8913 3.0274 -1.2023
H -2.5317 1.3404 -1.4831
H -1.4936 3.4931 2.5111
H -3.0794 2.8034 2.2969
H -1.9214 5.2500 0.8336
H -3.2572 5.2303 1.9724
H -3.4671 4.5255 0.3733
H 0.4960 2.1026 -0.5434
H 0.3950 3.4090 0.5960
H -0.8117 3.3522 -2.2442
H 0.5224 4.3493 -1.6730
H -1.1154 4.6737 -1.1223
C 2.8920 -3.2132 4.4265
N 2.7235 -1.9143 3.7838
C 3.8317 -0.9547 3.7708
C 1.6454 -1.6420 3.1089
N 0.6868 -1.3900 2.5177
H 3.1829 -3.0636 5.4662
H 3.6598 -3.7949 3.9145
H 1.9507 -3.7564 4.3973
H 4.1986 -0.8342 4.7893
H 3.4614 0.0074 3.4262
H 4.6355 -1.3083 3.1234
```